Below is a cluster of 2 separate species, C4H12 in total, with properties calculated with ωB97M-V with the def2-TZVPD basis set.

```
16
Properties=species:S:1:pos:R:3:mulliken_spin:R:1
C -0.04 -1.76 -1.27 1.2380
C 1.22 -0.98 -1.73 2.0937
H -0.25 -2.66 -1.80 -0.5929
H -0.86 -1.00 -1.35 -0.2347
H 0.29 -2.07 -0.25 -0.2885
H 0.98 -0.30 -2.52 -0.5465
H 1.63 -0.56 -0.77 -0.2484
H 1.98 -1.61 -2.21 -0.6987
C -1.04 0.81 1.84 0.4382
C -0.13 1.94 1.18 0.6962
H -1.35 -0.02 1.24 -0.2098
H -2.00 1.38 2.14 0.0232
H -0.54 0.33 2.69 -0.1343
H -0.69 2.84 1.33 -0.2566
H -0.15 1.62 0.09 0.1692
H 0.92 1.95 1.47 -0.4483
```

- Molecular weight: 60.140 g mol⁻¹
- E: -159.4953 Ha
- ΔE to the lowest compared entry with this formula, charge and spin: 0.948 eV
- ⟨S²⟩: 0.75
- Spin multiplicity: 2
- Kohn-Sham gap (spin up / spin down): 2.8 / 12.0 eV
- HOMO (spin up / spin down): 1.54 / -7.64 eV
- Charge: -1
- LUMO energy (spin up / spin down): 4.4 / 4.4 eV

=====

Below is the molecule C4H7NO, with properties calculated with ωB97M-V with the def2-TZVPD basis set.

```
13
Properties=species:S:1:pos:R:3:nbo_charge:R:1
N 0.34 -1.68 -0.56 -0.9208
C -0.64 -0.67 -0.80 0.7023
O -1.23 -0.50 -1.84 -0.5236
C -0.59 0.25 0.38 -0.3785
C -0.20 1.68 0.40 -0.3963
C 0.82 0.48 0.73 -0.3807
H 0.06 -2.49 -0.03 0.3938
H 0.91 -1.90 -1.36 0.3888
H -1.16 0.00 1.27 0.2313
H 0.08 2.16 -0.54 0.2202
H -0.87 2.37 0.95 0.2255
H 1.23 -0.12 1.57 0.2285
H 1.54 0.39 -0.09 0.2096
```

- Molecular weight: 85.106 g mol⁻¹
- SMILES: NC(=O)C1CC1
- E: -286.5290 Ha
- ΔE to the lowest compared entry with this formula, charge and spin: 2.792 eV
- Kohn-Sham gap: 10.2 eV
- HOMO: -9.29 eV
- LUMO energy: 0.9 eV

=====

Below is the molecule C6H12, with properties calculated with ωB97M-V with the def2-TZVPD basis set.

```
18
Properties=species:S:1:pos:R:3:nbo_charge:R:1
C 1.88 1.06 -0.62 -0.5987
C 1.33 -0.15 0.20 -0.4077
C 0.11 -0.86 -0.41 -0.2237
C -0.97 -1.68 0.29 -0.4182
C -1.29 -0.33 -0.29 -0.2278
C -1.58 0.83 0.63 -0.6089
H 1.93 0.82 -1.67 0.1980
H 1.26 1.97 -0.50 0.2004
H 2.88 1.36 -0.25 0.2088
H 1.17 0.45 1.09 0.2068
H 2.11 -0.91 0.37 0.2061
H 0.35 -1.28 -1.38 0.2070
H -0.97 -1.78 1.37 0.2102
H -1.37 -2.56 -0.22 0.2148
H -1.87 -0.33 -1.22 0.2080
H -2.63 0.83 0.95 0.2121
H -1.37 1.78 0.13 0.2074
H -0.96 0.77 1.53 0.2053
```

- Molecular weight: 84.162 g mol⁻¹
- SMILES: CC[C@H]1C[C@H]1C
- E: -235.7684 Ha
- ΔE to the lowest compared entry with this formula, charge and spin: 1.356 eV
- Kohn-Sham gap: 11.1 eV
- HOMO: -9.89 eV
- LUMO energy: 1.2 eV

=====

Below is a structure of composition C35H65BN11O5PRbS3, with properties calculated with ωB97M-V with the def2-TZVPD basis set.

```
122
Properties=species:S:1:pos:R:3:mulliken_spin:R:1
Rb -0.51 -0.46 0.17 0.0619
C 0.32 -4.68 2.63 0.0000
C 0.54 -3.26 3.18 -0.0038
C 1.62 -3.26 4.27 -0.0009
C -0.74 -2.67 3.70 0.0011
C -1.42 -3.00 4.89 0.0006
C -2.51 -2.16 4.89 -0.0002
N -2.46 -1.39 3.79 -0.0013
N -1.38 -1.71 3.04 -0.0001
B -3.54 -0.36 3.38 0.0015
N -4.24 -0.77 2.06 0.0005
C -5.56 -1.04 1.94 0.0000
C -5.80 -1.42 0.64 0.0001
C -4.53 -1.35 0.01 0.0002
N -3.61 -0.96 0.88 -0.0015
C -4.17 -1.64 -1.42 -0.0007
C -4.61 -3.05 -1.83 0.0000
C -4.78 -0.58 -2.35 0.0000
N -2.98 1.08 3.33 0.0001
C -3.21 2.01 4.28 -0.0037
C -2.61 3.18 3.90 0.0035
C -2.02 2.87 2.65 -0.0105
N -2.24 1.60 2.32 0.0012
C -1.28 3.83 1.76 -0.0008
C -2.22 4.96 1.32 -0.0026
C -0.66 3.16 0.54 -0.0088
H 1.27 -5.12 2.31 0.0000
H -0.11 -5.32 3.41 0.0000
H -0.35 -4.67 1.78 -0.0001
H 0.89 -2.63 2.36 0.0016
H 1.30 -3.89 5.12 -0.0001
H 2.56 -3.65 3.88 0.0004
H 1.79 -2.24 4.64 0.0000
H -1.16 -3.74 5.64 0.0000
H -3.31 -2.04 5.61 -0.0001
H -4.38 -0.38 4.25 0.0000
H -6.22 -0.94 2.78 0.0000
H -6.75 -1.70 0.20 0.0000
H -3.09 -1.59 -1.50 0.0007
H -5.70 -3.15 -1.75 0.0000
H -4.32 -3.25 -2.87 0.0000
H -4.14 -3.80 -1.19 0.0000
H -5.86 -0.52 -2.20 0.0000
H -4.35 0.40 -2.15 0.0000
H -4.59 -0.84 -3.40 0.0000
H -3.79 1.77 5.17 0.0000
H -2.59 4.12 4.42 0.0007
H -0.47 4.28 2.35 -0.0028
H -3.06 4.54 0.75 0.0008
H -2.63 5.51 2.17 0.0000
H -1.70 5.67 0.67 0.0031
H -1.44 2.67 -0.04 -0.0050
H -0.16 3.90 -0.08 0.0229
H 0.09 2.43 0.86 0.0071
O 1.38 1.09 4.09 0.0263
C 1.61 2.47 3.87 -0.0630
C 2.28 2.78 2.54 0.0494
C 2.84 4.01 2.33 0.0315
C 3.39 4.36 1.05 0.4917
C 3.34 3.34 0.06 -0.0801
C 2.79 2.13 0.35 0.1399
N 2.22 1.80 1.58 0.2156
H 0.96 0.74 3.30 -0.0019
H 2.26 2.79 4.69 -0.0045
H 0.68 3.03 3.96 0.0112
H 2.85 4.73 3.15 0.0122
H 3.82 5.33 0.85 0.0559
H 3.72 3.53 -0.94 0.0081
H 2.73 1.35 -0.41 0.0228
C 0.93 4.58 -6.74 -0.0001
C 0.95 3.24 -6.03 0.0011
O -0.27 3.10 -5.30 -0.0008
P -0.24 2.53 -3.77 0.0050
S -2.12 2.46 -3.20 -0.0001
S 0.97 0.97 -3.66 -0.0013
O 0.57 3.72 -3.04 -0.0159
C -0.03 5.01 -2.86 0.0054
C 1.04 5.93 -2.32 -0.0621
H 1.77 4.65 -7.44 0.0000
H 1.00 5.40 -6.02 0.0002
H 0.00 4.69 -7.30 0.0000
H 1.81 3.17 -5.36 -0.0003
H 1.03 2.42 -6.75 -0.0002
H -0.87 4.92 -2.18 0.0004
H -0.42 5.37 -3.82 0.0014
H 1.47 5.53 -1.40 0.0609
H 0.61 6.92 -2.12 -0.0011
H 1.85 6.04 -3.04 -0.0002
O -1.69 -0.93 -3.65 0.0004
H -0.90 -0.37 -3.78 -0.0002
H -2.38 -0.28 -3.47 0.0001
C 4.99 -2.88 2.61 -0.0020
N 3.81 -2.85 1.78 0.0015
C 3.11 -1.69 1.48 0.0022
N 3.30 -0.65 2.29 -0.0042
O 2.34 -1.67 0.50 -0.0103
H 5.58 -3.76 2.37 -0.0001
H 4.74 -2.93 3.68 0.0000
H 5.62 -2.00 2.45 0.0013
H 3.73 -3.53 1.04 -0.0002
H 3.78 -0.74 3.16 0.0011
H 2.82 0.27 2.05 0.0359
C 4.18 -3.66 -1.74 0.0014
C 3.07 -4.66 -2.11 0.0001
N 1.80 -4.38 -1.42 -0.0001
C 0.59 -4.51 -2.03 0.0000
S -0.65 -5.39 -1.32 0.0001
N 0.44 -3.94 -3.23 0.0000
C 1.19 -2.77 -3.70 0.0006
C 1.66 -2.95 -5.14 -0.0001
H 4.78 -3.39 -2.61 0.0003
H 4.87 -4.09 -1.00 0.0002
H 3.75 -2.76 -1.32 -0.0001
H 3.37 -5.68 -1.88 -0.0001
H 2.88 -4.62 -3.18 0.0000
H 1.76 -4.69 -0.47 0.0000
H -0.52 -3.96 -3.52 0.0000
H 2.03 -2.59 -3.04 0.0002
H 0.56 -1.88 -3.64 -0.0001
H 2.29 -3.84 -5.24 0.0000
H 2.22 -2.07 -5.46 0.0000
H 0.80 -3.07 -5.80 0.0000
```

- Molecular weight: 943.432 g mol⁻¹
- E: -3936.3676 Ha
- ΔE to the lowest compared entry with this formula, charge and spin: 0.235 eV
- ⟨S²⟩: 0.76
- Spin multiplicity: 2
- Kohn-Sham gap (spin up / spin down): 2.6 / 6.8 eV
- HOMO (spin up / spin down): 0.85 / -3.32 eV
- Charge: -2
- LUMO energy (spin up / spin down): 3.5 / 3.5 eV

=====

Look up the molecular weight of the first one. 60.140 g mol⁻¹

=====

Look up the ΔE to the lowest compared entry with this formula, charge and spin of the first one. 0.948 eV

=====

Which formula does entry 4 have? C35H65BN11O5PRbS3

=====

Number 4 is which compound? C35H65BN11O5PRbS3